No. 1
{
  "formula": "C3H2FHoO2",
  "method": "the ωB97M-V functional and the def2-TZVPD basis",
  "homo_lumo_gap_ev": [5.47, 4.26],
  "charge": 1,
  "spin_multiplicity": 6,
  "symbols": ["O", "C", "O", "C", "C", "H", "H", "F", "Ho"],
  "coordinates": [[-0.055, -1.741, 0.013], [0.650, -0.729, -0.321], [1.876, -0.542, -0.013], [-1.527, -0.038, 0.019], [-0.282, 0.412, -0.341], [-2.023, 0.338, 0.916], [-2.104, -0.594, -0.722], [0.243, 1.605, 0.082], [3.221, 1.289, 0.367]]
}

=====

No. 2
{
  "formula": "C18H30N4OS",
  "method": "the ωB97M-V functional and the def2-TZVPD basis",
  "homo_lumo_gap_ev": 8.87,
  "charge": 0,
  "symbols": ["C", "H", "H", "H", "S", "C", "N", "C", "C", "C", "N", "H", "C", "N", "C", "C", "N", "C", "C", "H", "H", "C", "H", "H", "C", "O", "H", "H", "H", "H", "C", "H", "C", "C", "C", "C", "C", "H", "H", "H", "H", "H", "H", "H", "H", "H", "H", "H", "H", "H", "H", "H", "H", "H"],
  "coordinates": [[-6.626, -1.430, 3.078], [-6.510, -2.505, 3.021], [-5.875, -0.966, 3.338], [-7.555, -1.179, 3.554], [-7.061, -0.717, 1.169], [-5.400, -1.182, 0.588], [-4.399, -1.660, 1.464], [-3.324, -2.065, 0.574], [-3.074, -1.841, -0.765], [-4.250, -1.278, -1.346], [-5.225, -1.191, -0.798], [-4.038, -1.142, -2.544], [-1.909, -1.984, -1.407], [-0.716, -1.440, -0.773], [-1.012, 0.124, -1.033], [0.361, 0.912, -1.092], [1.278, 0.538, -0.276], [1.739, -0.934, -0.529], [0.487, -1.840, -1.409], [0.683, -1.552, -2.321], [0.720, -2.758, -1.308], [2.274, -1.747, 0.826], [3.129, -1.407, 1.055], [2.322, -2.797, 0.679], [1.136, -1.590, 1.599], [-0.126, -2.262, 1.745], [-0.529, -1.769, 0.937], [0.908, -0.551, 1.882], [1.679, -1.741, 2.904], [2.553, -1.041, -1.203], [2.510, 1.199, -0.297], [3.278, 0.767, 0.140], [2.152, 2.426, 0.711], [3.398, 3.426, 0.966], [4.031, 3.882, -0.328], [4.359, 2.441, -1.276], [3.011, 1.841, -1.717], [2.384, 2.416, -1.788], [3.330, 0.964, -2.215], [4.897, 2.937, -2.168], [5.016, 2.028, -0.648], [5.130, 4.321, 0.066], [3.395, 4.556, -0.797], [4.162, 2.819, 1.529], [3.283, 4.126, 1.525], [1.582, 2.101, 1.648], [1.310, 3.187, 0.304], [-0.068, 2.014, -0.914], [0.508, 0.709, -2.400], [-1.575, 0.272, -1.684], [-1.435, 0.379, -0.011], [-1.573, -3.252, -1.207], [-2.098, -2.126, -2.507], [-2.630, -2.440, 1.460]]
}